Record 1
Formula: C4H14N
Source: OMol25
Level of theory: ωB97M-V/def2-TZVPD

Summary:
E_tot = -215.278633 a.u.
Total charge = +1
Lowest unoccupied orbital energy = -3.70 eV
Kohn-Sham gap = 0.4187 Ha

Element x y z (Å)
1 C 2.155 -1.698 0.628
2 C 1.848 -2.271 -0.769
3 H 3.021 -2.196 1.079
4 H 2.552 -0.689 0.519
5 H 1.297 -1.791 1.282
6 H 1.400 -3.249 -0.630
7 H 2.764 -2.594 -1.263
8 H 1.270 -1.575 -1.371
9 C -0.838 1.588 -0.026
10 C -2.061 2.374 -0.431
11 N -1.313 0.329 0.652
12 H -0.193 1.406 -0.878
13 H -0.318 2.146 0.734
14 H -2.881 1.827 -0.891
15 H -1.928 3.102 -1.241
16 H -1.865 0.611 1.459
17 H -1.950 -0.093 -0.023
18 H -0.514 -0.278 0.833
19 H -2.446 3.049 0.334


Record 2
Formula: C4H14N
Source: OMol25
Level of theory: ωB97M-V/def2-TZVPD

Summary:
E_tot = -215.228654 a.u.
Total charge = +1
Lowest unoccupied orbital energy = -3.63 eV
Kohn-Sham gap = 0.4167 Ha

Element x y z (Å)
1 C -0.649 0.144 2.347
2 C -1.371 -1.185 2.015
3 H -1.052 1.046 1.723
4 H -0.905 0.422 3.379
5 H 0.386 -0.071 1.983
6 H -0.757 -2.009 2.582
7 H -1.625 -1.208 0.958
8 H -2.373 -1.017 2.663
9 C -0.021 0.837 -2.558
10 C 1.138 -0.108 -1.887
11 N 1.257 0.258 -0.449
12 H -0.514 0.412 -3.451
13 H 0.537 1.735 -2.632
14 H -0.964 0.831 -1.987
15 H 2.107 -0.056 -2.450
16 H 0.787 -1.121 -1.892
17 H 1.700 1.210 -0.408
18 H 0.503 0.354 0.146
19 H 1.817 -0.473 -0.082


Record 3
Formula: C4H14N2
Source: OMol25
Level of theory: ωB97M-V/def2-TZVPD

Summary:
E_tot = -270.285793 a.u.
SMILES = CCN.CCN
Total charge = 0
Lowest unoccupied orbital energy = 1.08 eV
Kohn-Sham gap = 0.3855 Ha

Element x y z (Å)
1 C 3.100 1.779 1.895
2 C 2.407 2.070 3.226
3 N 1.053 2.619 2.988
4 H 2.650 2.434 1.155
5 H 4.147 2.087 1.960
6 H 3.033 0.726 1.638
7 H 2.341 1.171 3.837
8 H 2.969 2.812 3.784
9 H 0.535 2.572 3.865
10 H 0.569 1.928 2.417
11 C -3.099 -2.352 -3.269
12 C -1.924 -2.445 -2.316
13 N -1.262 -1.165 -2.038
14 H -3.889 -1.754 -2.799
15 H -2.813 -1.853 -4.189
16 H -3.500 -3.333 -3.524
17 H -2.239 -2.853 -1.363
18 H -1.164 -3.148 -2.679
19 H -1.961 -0.527 -1.671
20 H -0.952 -0.768 -2.918


Record 4
Formula: C4H14N2
Source: OMol25
Level of theory: ωB97M-V/def2-TZVPD

Summary:
E_tot = -270.258163 a.u.
SMILES = CCC.NCN
Total charge = 0
Lowest unoccupied orbital energy = 1.06 eV
Kohn-Sham gap = 0.3776 Ha

Element x y z (Å)
1 C -3.240 -4.001 0.068
2 C -4.236 -2.963 -0.486
3 C -3.604 -1.605 -0.859
4 H -2.313 -4.131 -0.643
5 H -3.804 -4.944 0.334
6 H -2.717 -3.687 0.954
7 H -4.972 -2.690 0.307
8 H -4.924 -3.378 -1.301
9 H -4.229 -0.716 -0.667
10 H -2.667 -1.460 -0.330
11 H -3.304 -1.692 -1.909
12 N 3.943 1.946 -0.351
13 C 3.180 2.796 0.520
14 N 3.846 3.865 1.171
15 H 3.353 1.197 -0.673
16 H 4.269 2.445 -1.225
17 H 2.396 3.217 -0.061
18 H 2.768 2.053 1.244
19 H 4.295 3.725 2.140
20 H 4.726 4.034 0.635


Record 5
Formula: C4H14N2O
Source: OMol25
Level of theory: ωB97M-V/def2-TZVPD

Summary:
E_tot = -345.487255 a.u.
Total charge = -1
Lowest unoccupied orbital energy (spin up / spin down) = 3.88 / 3.73 eV
2S+1 = 2
Kohn-Sham gap (spin up / spin down) = 0.0982 / 0.3380 Ha

Element x y z (Å)
1 C -0.028 2.164 -1.600
2 N 0.833 1.592 -0.542
3 C -0.719 0.605 1.138
4 C 0.377 0.363 0.113
5 C -0.018 -0.714 -0.908
6 N -0.082 -2.035 -0.303
7 H -0.780 1.446 -1.913
8 H -0.591 3.020 -1.207
9 H 0.563 2.436 -2.462
10 H 0.912 2.324 0.150
11 H -0.846 -0.188 1.857
12 H -1.664 0.842 0.641
13 H -0.471 1.526 1.710
14 H 1.261 -0.034 0.620
15 H -0.948 -0.514 -1.435
16 H 0.800 -0.717 -1.637
17 H 0.408 -2.691 -0.907
18 H -1.028 -2.359 -0.144
19 H 1.294 -2.358 2.778
20 H 0.359 -2.346 1.532
21 O 0.369 -2.360 2.518


Record 6
Formula: C4H14N2O
Source: OMol25
Level of theory: ωB97M-V/def2-TZVPD

Summary:
E_tot = -345.470763 a.u.
SMILES = CNCCNC.O
Total charge = 0
Lowest unoccupied orbital energy = 1.00 eV
Kohn-Sham gap = 0.3549 Ha

Element x y z (Å)
1 C 0.079 0.346 2.416
2 N 0.632 -0.125 1.151
3 C -0.176 -1.237 0.633
4 C -0.046 -1.547 -0.770
5 N -0.109 -0.373 -1.600
6 C -0.116 -0.568 -3.037
7 H 0.241 -0.122 3.390
8 H 0.570 1.300 2.580
9 H -0.955 0.345 2.286
10 H 1.623 -0.421 1.318
11 H -1.203 -0.984 0.958
12 H -0.101 -2.190 1.119
13 H -0.890 -2.190 -0.977
14 H 0.843 -2.173 -0.895
15 H -0.946 -0.103 -1.152
16 H -0.669 0.135 -3.710
17 H -0.646 -1.462 -3.346
18 H 0.899 -0.796 -3.380
19 H 0.678 3.418 0.936
20 H -0.038 2.170 0.575
21 O -0.189 3.075 1.000